# 1
A structure of composition CH6NOP at a distorted geometry. Source: the OMol25 dataset; level of theory: wB97M-V/def2-TZVPD.

Results
- Calculated total energy: -13957.5073 eV
- Energy above the lowest of the compared OMol25 structures with the same formula, charge and spin: 92.18 kcal per mole
- Kohn-Sham gap (spin up / spin down): 0.2641 / 0.2641 Ha
- Maximum force: 5.0 eV Å⁻¹

The geometry in XYZ format:
```
10
Properties=species:S:1:pos:R:3:forces:R:3
C -0.62060 -0.01394 -0.91809 0.153 -0.991 -0.039
N 0.66576 -0.11047 -0.69556 -0.111 3.092 -3.964
O 2.99678 0.49988 0.13138 0.418 -0.402 -0.089
P 1.76522 -0.06947 0.74379 0.139 -0.911 1.539
H -1.21085 -0.75935 -0.37363 -0.174 0.663 0.036
H -0.87705 1.18022 1.08519 0.976 0.148 1.517
H -1.15568 0.60382 -1.70867 1.285 -0.787 0.994
H 1.27031 0.55746 -1.40968 -1.693 -1.963 2.277
H -0.34747 1.19263 1.71222 -1.197 -0.096 -1.590
H 1.76084 -1.60363 0.98266 0.203 1.247 -0.680
```
Forces are in eV/Å.

***

# 2
A cluster of 2 separate species, C5H14O in total at a distorted geometry. Source: the OMol25 dataset; level of theory: wB97M-V/def2-TZVPD.

Results
- Calculated total energy: -7459.0380 eV
- Energy above the lowest of the compared OMol25 structures with the same formula, charge and spin: 17.23 kcal per mole
- Kohn-Sham gap: 0.4168 Ha
- Maximum force: 1.4 eV Å⁻¹
- SMILES string: CCC.CCO

The geometry in XYZ format:
```
20
Properties=species:S:1:pos:R:3:forces:R:3
C 2.36732 -0.81681 0.79427 0.367 -0.615 -0.332
C 2.43222 0.34776 -0.18175 0.425 0.356 0.238
O 3.56970 -0.96666 1.55675 -0.091 0.148 -0.146
H 1.53605 -0.74877 1.48772 -0.380 0.126 -0.014
H 2.25643 -1.75166 0.22905 0.062 0.133 0.273
H 1.99365 1.25045 0.24534 -0.219 0.000 -0.213
H 3.79998 -0.09732 1.90149 0.024 -0.077 0.066
H 2.03375 0.12998 -1.16928 -0.418 0.010 0.115
H 3.47815 0.58615 -0.36352 0.223 -0.067 0.006
C -1.74539 0.47526 0.01187 -0.880 -0.256 -0.579
C -1.29399 -0.65418 -0.90986 0.109 0.134 -0.187
C -3.22745 0.81930 -0.23393 0.234 -0.316 1.335
H -1.66661 0.18537 1.06470 0.420 0.203 -0.137
H -1.16913 1.36160 -0.22706 0.362 0.186 0.398
H -1.56312 -0.41605 -1.94053 -0.021 0.058 -0.067
H -3.82533 -0.08030 -0.04638 -0.059 0.039 -0.623
H -1.79324 -1.59336 -0.67678 0.070 -0.090 0.131
H -0.20967 -0.79634 -0.90715 -0.128 -0.116 0.187
H -3.56948 1.48596 0.56430 0.053 0.313 -0.284
H -3.40387 1.27959 -1.19925 -0.153 -0.170 -0.168
```
Forces are in eV/Å.

***

# 3
A structure of composition C23H32NOP2PtS. Source: the OMol25 dataset; level of theory: wB97M-V/def2-TZVPD.

Results
- Calculated total energy: -60562.5558 eV
- Energy above the lowest of the compared OMol25 structures with the same formula, charge and spin: 11.15 kcal per mole
- <S²>: 2.055
- Kohn-Sham gap (spin up / spin down): 0.2378 / 0.2153 Ha
- Multiplicity: 3
- Maximum force: 0.7 eV Å⁻¹
- Charge: +1

The geometry in XYZ format:
```
61
Properties=species:S:1:pos:R:3:forces:R:3
Pt -0.43198 -0.15323 -0.88938 -0.414 -0.430 -0.446
S 3.70466 1.79764 -0.77076 -0.003 -0.149 0.025
C 3.97647 0.08791 -0.74699 -0.037 0.018 -0.009
C 5.19910 -0.55328 -0.63535 0.032 -0.066 0.007
C 5.22739 -1.93625 -0.63007 0.012 0.020 0.000
C 4.03632 -2.68054 -0.73760 0.049 -0.006 0.014
C 2.82420 -2.05731 -0.85138 -0.012 0.024 -0.008
C 2.75484 -0.64755 -0.85755 0.073 0.057 -0.014
N 1.64675 0.10017 -0.95126 0.144 0.291 0.114
C 1.98608 1.48212 -0.90463 0.231 -0.387 0.031
C 1.00315 2.39945 -0.96284 -0.455 0.297 0.017
C 1.23426 3.82614 -0.89686 0.053 -0.150 -0.096
C 0.19150 4.67424 -1.06222 -0.115 0.063 -0.038
C -1.10999 4.16979 -1.31686 0.012 0.005 -0.051
C -1.34885 2.79432 -1.36617 0.275 0.037 -0.026
C -0.35456 1.86004 -1.13591 -0.005 0.184 0.254
H 6.11298 0.02045 -0.55337 -0.016 -0.022 -0.004
H 6.17552 -2.45082 -0.54554 -0.037 0.004 0.002
H 4.08308 -3.76176 -0.73075 0.020 0.014 -0.012
H 1.91711 -2.62460 -0.94760 0.046 0.042 -0.021
H 2.24106 4.20248 -0.75362 -0.046 -0.027 0.036
H 0.35183 5.74451 -1.03123 -0.023 -0.023 0.023
H -1.92743 4.86266 -1.47048 0.030 -0.019 -0.033
H -2.34693 2.47448 -1.61156 -0.168 -0.040 0.020
C -3.82789 0.94175 0.06836 0.192 0.056 0.073
P -2.70634 -0.21439 -0.77289 0.278 -0.219 -0.220
C -3.41293 -0.38291 -2.43774 -0.099 0.070 0.065
C -3.18707 -1.75019 0.08665 -0.007 -0.028 0.020
C -2.42795 -2.92820 -0.49437 0.012 0.020 -0.012
P -0.63448 -2.54081 -0.58352 -0.141 0.336 0.429
C -0.11307 -3.94091 -1.63129 0.089 0.149 -0.121
C -0.06882 -2.99004 1.08984 0.044 -0.047 -0.048
H -4.84319 0.59064 -0.11962 -0.019 0.002 0.022
H -3.74056 1.96650 -0.27277 0.020 0.051 -0.020
H -3.63467 0.91379 1.14067 -0.019 -0.004 -0.019
H -4.44730 -0.72840 -2.39237 0.000 0.029 -0.018
H -2.81111 -1.07866 -3.01847 -0.006 -0.027 -0.020
H -3.37918 0.58387 -2.94154 0.015 -0.013 -0.006
H -4.26920 -1.87704 0.01934 -0.009 -0.045 0.006
H -2.93335 -1.61653 1.14191 -0.021 0.046 0.004
H -2.77797 -3.15639 -1.50384 0.017 0.007 -0.013
H -2.55796 -3.82824 0.10818 -0.031 -0.041 -0.025
H -0.59630 -4.84057 -1.24912 0.010 -0.024 -0.012
H 0.96199 -4.09961 -1.63750 -0.023 -0.043 -0.019
H -0.43761 -3.76851 -2.65761 -0.002 -0.009 0.006
H -0.36986 -4.00650 1.34992 0.013 0.020 0.005
H -0.49772 -2.27553 1.79427 0.013 -0.007 -0.001
H 1.01748 -2.90866 1.15637 -0.056 0.012 0.013
C 1.22614 1.77999 3.35026 0.011 0.023 -0.031
C 0.06951 2.61851 2.79684 0.026 0.002 0.022
C -0.94890 1.55047 2.44550 0.123 0.004 -0.045
O -0.18009 0.45498 1.94773 -0.031 -0.102 0.198
C 1.11381 0.46530 2.56868 -0.016 0.066 -0.048
H 1.09521 1.60647 4.41863 -0.007 -0.005 -0.009
H 2.19460 2.25584 3.20249 -0.010 -0.004 0.037
H 0.37388 3.15131 1.89322 -0.019 0.001 0.006
H -0.31560 3.33906 3.51733 0.037 0.021 -0.029
H -1.63648 1.85835 1.65781 0.010 -0.004 -0.010
H -1.51926 1.23908 3.32816 -0.031 -0.005 0.020
H 1.86314 0.39434 1.77506 -0.023 -0.005 -0.002
H 1.21255 -0.40919 3.21538 0.013 -0.019 0.021
```
Forces are in eV/Å.